No. 1
{
  "formula": "C2H9N2O",
  "method": "ωB97M-V/def2-TZVPD",
  "energy_ha": -266.1166,
  "lumo_energy_ev": -3.357,
  "de_lowest_ev": 0.954,
  "homo_energy_ev": -15.00,
  "charge": 1,
  "species": ["C", "N", "C", "N", "H", "H", "H", "H", "H", "H", "H", "H", "H", "O"],
  "xyz": [[-0.009, 1.587, -1.319], [0.176, 0.386, -0.456], [1.267, 0.195, 0.221], [1.386, -0.886, 0.962], [0.239, 1.213, -2.324], [0.660, 2.418, -1.159], [-1.062, 1.844, -1.298], [-0.686, -0.142, -0.569], [2.029, 0.960, 0.193], [0.676, -1.604, 0.972], [2.245, -1.298, 1.285], [-2.726, -0.611, 1.144], [-2.816, -1.449, -0.048], [-2.170, -1.129, 0.575]],
  "lowdin_charge": [-0.011, 0.024, -0.129, 0.185, 0.104, 0.093, 0.096, 0.126, 0.169, 0.129, 0.135, 0.052, 0.055, -0.028]
}

No. 2
{
  "formula": "C19H15F16N2O4S",
  "method": "ωB97M-V/def2-TZVPD",
  "energy_ha": -3139.5345,
  "lumo_energy_ev": 2.050,
  "de_lowest_ev": 0.000,
  "homo_energy_ev": -5.54,
  "charge": -1,
  "species": ["C", "C", "N", "S", "C", "C", "O", "O", "C", "C", "C", "N", "C", "C", "H", "H", "H", "H", "H", "H", "H", "C", "C", "C", "F", "F", "F", "F", "O", "C", "C", "F", "F", "F", "F", "H", "H", "H", "H", "C", "C", "C", "F", "F", "F", "F", "O", "C", "C", "F", "F", "F", "F", "H", "H", "H", "H"],
  "xyz": [[5.191, -0.364, 1.402], [4.223, -0.396, 0.708], [3.030, -0.717, 0.110], [3.334, -0.648, -1.627], [1.966, 0.309, 0.383], [1.964, 0.874, 1.843], [1.668, 2.089, 1.914], [2.164, 0.082, 2.786], [0.632, -0.326, 0.221], [-0.469, 0.406, -0.160], [-1.726, -0.139, -0.232], [-1.961, -1.426, 0.039], [-0.886, -2.135, 0.366], [0.406, -1.667, 0.476], [6.057, -0.329, 2.003], [3.238, -1.942, -1.977], [2.075, 1.155, -0.289], [-0.341, 1.458, -0.379], [-2.568, 0.488, -0.482], [-1.055, -3.180, 0.603], [1.214, -2.304, 0.789], [-0.141, 1.933, 3.986], [0.159, 1.796, 5.486], [0.113, 0.390, 6.082], [-1.117, -0.157, 5.991], [0.427, 0.452, 7.406], [-0.648, 2.628, 6.198], [1.433, 2.233, 5.673], [-1.459, 2.348, 3.613], [-2.491, 1.460, 3.456], [-3.649, 1.747, 4.410], [-3.250, 1.664, 5.695], [-4.633, 0.833, 4.223], [-2.072, 0.186, 3.548], [-2.934, 1.626, 2.189], [0.493, 2.745, 3.638], [0.188, 1.061, 3.422], [0.837, -0.261, 5.585], [-4.049, 2.747, 4.231], [0.175, -1.283, -6.492], [1.093, -1.809, -5.374], [0.485, -2.788, -4.365], [-0.518, -2.230, -3.670], [1.443, -3.162, -3.484], [1.652, -0.766, -4.735], [2.103, -2.487, -5.997], [-0.397, 0.003, -6.320], [-1.587, 0.174, -5.649], [-1.409, 1.031, -4.393], [-0.543, 0.454, -3.547], [-2.602, 1.150, -3.767], [-2.179, -1.002, -5.378], [-2.415, 0.843, -6.485], [0.828, -1.162, -7.355], [-0.570, -2.022, -6.789], [0.117, -3.686, -4.873], [-1.038, 2.024, -4.659]],
  "lowdin_charge": [0.115, -0.322, -0.367, 0.827, -0.274, -0.672, -0.038, -0.016, -0.199, -0.030, -0.160, 0.058, -0.164, -0.009, 0.013, -0.149, 0.116, 0.122, 0.099, 0.095, 0.113, -0.043, -0.430, -0.291, 0.087, 0.070, 0.108, 0.110, 0.048, -0.550, -0.286, 0.097, 0.086, 0.153, 0.131, 0.132, 0.112, 0.172, 0.170, -0.044, -0.443, -0.308, 0.107, 0.080, 0.125, 0.097, 0.045, -0.538, -0.288, 0.109, 0.099, 0.151, 0.137, 0.146, 0.144, 0.171, 0.176]
}

No. 3
{
  "formula": "C62H120F28N12NaO24S12",
  "method": "ωB97M-V/def2-TZVPD",
  "energy_ha": -12632.9252,
  "lumo_energy_ev": -2.334,
  "homo_energy_ev": -8.33,
  "charge": 1,
  "species": ["Na", "C", "C", "C", "N", "C", "C", "C", "C", "C", "C", "H", "H", "H", "H", "H", "H", "H", "H", "H", "H", "H", "H", "H", "H", "H", "H", "H", "H", "H", "H", "C", "C", "C", "N", "C", "C", "C", "C", "C", "C", "H", "H", "H", "H", "H", "H", "H", "H", "H", "H", "H", "H", "H", "H", "H", "H", "H", "H", "H", "H", "C", "C", "C", "N", "C", "C", "C", "C", "C", "C", "H", "H", "H", "H", "H", "H", "H", "H", "H", "H", "H", "H", "H", "H", "H", "H", "H", "H", "H", "H", "C", "C", "C", "N", "C", "C", "C", "C", "C", "C", "H", "H", "H", "H", "H", "H", "H", "H", "H", "H", "H", "H", "H", "H", "H", "H", "H", "H", "H", "H", "C", "C", "C", "N", "C", "C", "C", "C", "C", "C", "H", "H", "H", "H", "H", "H", "H", "H", "H", "H", "H", "H", "H", "H", "H", "H", "H", "H", "H", "H", "C", "C", "C", "N", "C", "C", "C", "C", "C", "C", "H", "H", "H", "H", "H", "H", "H", "H", "H", "H", "H", "H", "H", "H", "H", "H", "H", "H", "H", "H", "N", "S", "O", "O", "F", "S", "O", "O", "F", "N", "S", "O", "O", "F", "S", "O", "O", "F", "C", "F", "F", "F", "S", "O", "O", "N", "S", "O", "O", "C", "F", "F", "F", "C", "F", "F", "F", "S", "O", "O", "N", "S", "O", "O", "C", "F", "F", "F", "C", "F", "F", "F", "S", "O", "O", "N", "S", "O", "O", "C", "F", "F", "F", "C", "F", "F", "F", "S", "O", "O", "N", "S", "O", "O", "C", "F", "F", "F"],
  "xyz": [[-16.437, -7.497, 7.607], [-10.769, -11.178, 12.174], [-10.214, -9.806, 12.103], [-9.743, -9.395, 13.451], [-9.364, -7.911, 13.671], [-10.475, -7.001, 13.169], [-10.357, -5.548, 13.650], [-10.214, -5.441, 15.135], [-8.939, -6.120, 15.610], [-8.993, -7.666, 15.160], [-8.076, -7.539, 12.908], [-11.771, -11.342, 12.570], [-10.022, -11.889, 12.529], [-10.996, -11.455, 11.145], [-10.957, -9.130, 11.678], [-9.376, -9.987, 11.430], [-8.882, -9.915, 13.871], [-10.434, -9.623, 14.262], [-11.284, -7.525, 13.679], [-10.597, -7.077, 12.089], [-11.250, -5.017, 13.319], [-9.528, -5.068, 13.131], [-11.103, -5.818, 15.640], [-10.304, -4.452, 15.585], [-8.808, -6.034, 16.688], [-7.991, -5.667, 15.322], [-9.700, -8.201, 15.794], [-8.131, -8.178, 15.588], [-7.839, -6.483, 12.775], [-8.059, -7.928, 11.890], [-7.151, -7.982, 13.277], [-31.244, -6.028, 14.610], [-29.772, -5.852, 14.010], [-28.608, -6.390, 14.942], [-27.177, -6.430, 14.285], [-26.688, -5.132, 13.573], [-26.433, -3.970, 14.631], [-25.502, -4.402, 15.838], [-25.702, -5.752, 16.378], [-26.127, -6.895, 15.330], [-27.163, -7.520, 13.152], [-31.504, -7.074, 14.771], [-32.013, -5.758, 13.886], [-31.312, -5.501, 15.561], [-29.636, -4.826, 13.670], [-29.644, -6.472, 13.123], [-28.715, -7.401, 15.337], [-28.498, -5.661, 15.745], [-27.462, -4.974, 12.822], [-25.739, -5.331, 13.075], [-27.388, -3.512, 14.885], [-25.868, -3.200, 14.104], [-25.376, -3.616, 16.584], [-24.479, -4.364, 15.463], [-26.512, -5.649, 17.099], [-24.876, -6.088, 17.005], [-26.644, -7.703, 15.849], [-25.293, -7.354, 14.799], [-26.162, -7.519, 12.721], [-27.877, -7.308, 12.357], [-27.332, -8.461, 13.676], [-19.103, -17.928, 12.601], [-18.239, -18.699, 13.725], [-18.681, -18.782, 15.177], [-17.705, -19.339, 16.246], [-16.636, -18.284, 16.706], [-15.745, -18.766, 17.921], [-16.663, -19.201, 19.100], [-17.680, -20.249, 18.703], [-18.509, -19.967, 17.422], [-16.853, -20.548, 15.679], [-19.367, -16.875, 12.706], [-20.030, -18.457, 12.378], [-18.542, -18.051, 11.675], [-17.279, -18.183, 13.758], [-18.016, -19.650, 13.242], [-19.587, -19.387, 15.147], [-18.900, -17.786, 15.562], [-17.129, -17.361, 17.012], [-15.998, -18.009, 15.866], [-15.026, -18.014, 18.244], [-15.074, -19.597, 17.703], [-17.081, -18.253, 19.439], [-16.122, -19.668, 19.923], [-18.355, -20.413, 19.544], [-17.193, -21.220, 18.622], [-19.201, -19.147, 17.615], [-18.981, -20.853, 16.997], [-16.209, -20.224, 14.862], [-17.534, -21.253, 15.204], [-16.221, -20.992, 16.448], [-22.223, -4.955, -1.258], [-23.275, -4.395, -0.294], [-22.996, -4.972, 1.146], [-24.144, -4.811, 2.196], [-23.728, -5.513, 3.535], [-24.581, -5.189, 4.733], [-24.800, -3.714, 4.999], [-25.285, -3.044, 3.696], [-24.420, -3.311, 2.475], [-25.434, -5.378, 1.502], [-21.335, -4.331, -1.158], [-22.475, -4.883, -2.316], [-22.062, -6.025, -1.126], [-24.298, -4.568, -0.626], [-23.198, -3.316, -0.427], [-22.138, -4.501, 1.625], [-22.772, -6.038, 1.172], [-22.701, -5.253, 3.792], [-23.723, -6.596, 3.410], [-23.960, -5.626, 5.515], [-25.538, -5.695, 4.607], [-23.929, -3.282, 5.491], [-25.643, -3.653, 5.688], [-25.258, -1.955, 3.744], [-26.348, -3.241, 3.552], [-23.461, -2.840, 2.692], [-24.708, -2.613, 1.688], [-25.068, -6.200, 0.887], [-25.734, -4.548, 0.862], [-26.300, -5.611, 2.122], [-16.594, -6.677, 24.668], [-16.932, -6.599, 23.118], [-16.974, -7.996, 22.488], [-17.394, -8.125, 20.978], [-17.362, -9.637, 20.602], [-18.598, -10.318, 21.266], [-19.939, -9.616, 21.006], [-19.928, -8.115, 21.431], [-18.789, -7.501, 20.684], [-16.306, -7.377, 20.096], [-17.268, -7.378, 25.160], [-16.588, -5.750, 25.242], [-15.580, -7.070, 24.734], [-16.070, -6.066, 22.718], [-17.802, -5.999, 22.851], [-17.662, -8.663, 23.007], [-15.964, -8.404, 22.498], [-16.453, -10.176, 20.867], [-17.436, -9.824, 19.530], [-18.481, -10.568, 22.320], [-18.660, -11.329, 20.861], [-20.717, -10.084, 21.609], [-20.321, -9.781, 19.999], [-19.641, -8.052, 22.481], [-20.897, -7.628, 21.319], [-18.689, -6.418, 20.749], [-18.950, -7.626, 19.613], [-16.648, -7.507, 19.069], [-15.409, -7.972, 20.269], [-16.214, -6.368, 20.496], [-17.709, 3.998, 12.401], [-16.553, 3.066, 12.624], [-15.217, 3.433, 11.892], [-14.085, 2.515, 12.338], [-12.794, 2.794, 11.500], [-11.540, 2.040, 11.919], [-11.176, 2.317, 13.370], [-12.404, 1.931, 14.214], [-13.547, 2.764, 13.817], [-14.546, 1.041, 12.152], [-17.538, 4.995, 12.806], [-18.611, 3.487, 12.738], [-17.781, 4.063, 11.315], [-16.960, 2.072, 12.438], [-16.263, 2.977, 13.671], [-14.880, 4.390, 12.291], [-15.218, 3.436, 10.802], [-12.576, 3.857, 11.610], [-12.995, 2.721, 10.432], [-10.706, 2.411, 11.324], [-11.623, 0.964, 11.769], [-10.955, 3.381, 13.453], [-10.301, 1.784, 13.742], [-12.169, 2.006, 15.275], [-12.642, 0.896, 13.970], [-13.389, 3.801, 14.114], [-14.382, 2.433, 14.435], [-13.750, 0.298, 12.216], [-14.926, 0.969, 11.133], [-15.321, 0.691, 12.834], [-17.904, 0.094, 17.605], [-18.184, -1.246, 17.119], [-19.299, -1.856, 17.821], [-17.050, -2.118, 16.799], [-18.944, -0.851, 15.718], [-16.921, -0.366, 18.882], [-15.488, -0.481, 18.580], [-17.355, -1.323, 19.884], [-16.971, 1.053, 19.724], [-13.043, -5.812, 6.351], [-11.732, -6.517, 6.012], [-10.554, -6.249, 6.859], [-11.470, -6.874, 4.645], [-12.084, -7.988, 6.647], [-12.436, -4.278, 6.686], [-11.676, -3.658, 5.631], [-12.199, -3.829, 8.068], [-13.820, -3.583, 6.480], [-18.223, 1.710, 4.759], [-16.925, 1.594, 4.392], [-18.486, 1.136, 5.920], [-18.505, 3.020, 4.962], [-19.388, 0.930, 3.430], [-19.241, -0.507, 3.410], [-20.711, 1.449, 3.756], [-18.613, 1.633, 1.981], [-19.843, 2.180, 1.248], [-21.001, 1.289, 1.061], [-20.251, 3.534, 1.672], [-19.040, 2.262, -0.562], [-18.897, 1.057, -1.117], [-19.796, 2.783, -1.431], [-17.882, 2.935, -0.497], [-17.507, -10.073, 11.797], [-16.957, -10.816, 12.736], [-16.592, -9.946, 10.831], [-18.573, -10.737, 11.244], [-18.016, -8.363, 12.487], [-19.276, -8.570, 13.213], [-16.953, -7.815, 13.284], [-18.178, -7.504, 10.940], [-19.316, -6.500, 11.331], [-20.688, -6.888, 11.128], [-19.143, -5.851, 12.586], [-18.805, -5.031, 10.118], [-17.533, -4.774, 10.378], [-18.910, -5.502, 8.872], [-19.505, -3.959, 10.285], [-10.155, -9.020, 22.134], [-9.510, -8.938, 23.286], [-11.160, -8.114, 22.039], [-9.289, -8.797, 21.133], [-10.807, -10.858, 22.037], [-9.607, -11.650, 22.164], [-11.683, -10.956, 23.205], [-11.596, -10.740, 20.507], [-10.992, -11.833, 19.721], [-9.760, -11.409, 19.081], [-11.008, -13.196, 20.295], [-12.373, -12.089, 18.280], [-11.881, -12.845, 17.296], [-13.410, -12.727, 18.852], [-12.877, -10.871, 17.878], [-17.658, -13.701, 4.690], [-17.138, -14.665, 3.881], [-18.777, -14.034, 5.302], [-16.817, -13.335, 5.690], [-18.003, -12.202, 3.570], [-18.614, -11.139, 4.376], [-16.658, -11.850, 3.100], [-19.187, -12.866, 2.433], [-18.916, -11.963, 1.249], [-19.073, -10.562, 1.565], [-17.751, -12.348, 0.501], [-20.394, -12.466, 0.047], [-20.644, -13.778, 0.028], [-21.490, -11.864, 0.335], [-20.025, -12.058, -1.194]],
  "lowdin_charge": [0.887, -0.111, -0.246, -0.128, -0.217, -0.091, -0.162, -0.211, -0.131, -0.075, 0.015, 0.087, 0.093, 0.087, 0.121, 0.126, 0.144, 0.136, 0.141, 0.139, 0.130, 0.116, 0.124, 0.120, 0.118, 0.111, 0.125, 0.132, 0.102, 0.102, 0.108, -0.066, -0.186, -0.076, -0.247, -0.070, -0.110, -0.195, -0.162, -0.061, 0.027, 0.069, 0.075, 0.074, 0.102, 0.082, 0.129, 0.119, 0.118, 0.133, 0.102, 0.114, 0.126, 0.118, 0.106, 0.125, 0.117, 0.130, 0.104, 0.097, 0.106, -0.057, -0.213, -0.123, -0.211, -0.065, -0.143, -0.185, -0.169, -0.078, 0.033, 0.072, 0.067, 0.075, 0.098, 0.105, 0.134, 0.132, 0.128, 0.126, 0.123, 0.105, 0.117, 0.123, 0.124, 0.115, 0.131, 0.132, 0.101, 0.107, 0.095, -0.091, -0.214, -0.090, -0.201, -0.096, -0.192, -0.170, -0.166, -0.117, 0.042, 0.088, 0.080, 0.080, 0.091, 0.115, 0.135, 0.129, 0.139, 0.139, 0.127, 0.117, 0.125, 0.111, 0.126, 0.116, 0.141, 0.140, 0.105, 0.090, 0.101, -0.064, -0.203, -0.114, -0.211, -0.082, -0.169, -0.178, -0.149, -0.123, 0.073, 0.068, 0.079, 0.077, 0.102, 0.106, 0.110, 0.137, 0.136, 0.133, 0.111, 0.115, 0.110, 0.115, 0.109, 0.129, 0.133, 0.135, 0.108, 0.105, 0.102, -0.087, -0.245, -0.091, -0.201, -0.099, -0.173, -0.181, -0.181, -0.105, 0.034, 0.084, 0.088, 0.083, 0.107, 0.104, 0.132, 0.138, 0.134, 0.136, 0.128, 0.117, 0.118, 0.120, 0.138, 0.115, 0.146, 0.124, 0.093, 0.116, 0.108, -0.279, 0.389, -0.326, -0.312, -0.231, 0.605, -0.323, -0.295, -0.229, -0.305, 0.459, -0.335, -0.271, -0.261, 0.542, -0.271, -0.322, -0.204, -0.630, 0.115, 0.126, 0.111, 0.688, -0.316, -0.331, -0.295, 0.535, -0.368, -0.342, -0.703, 0.113, 0.180, 0.116, -0.640, 0.145, 0.108, 0.103, 0.685, -0.325, -0.291, -0.308, 0.497, -0.316, -0.316, -0.692, 0.130, 0.099, 0.189, -0.633, 0.144, 0.100, 0.118, 0.685, -0.288, -0.320, -0.314, 0.495, -0.326, -0.338, -0.588, 0.121, 0.086, 0.059, -0.634, 0.116, 0.133, 0.105, 0.699, -0.347, -0.315, -0.293, 0.472, -0.326, -0.307, -0.669, 0.122, 0.159, 0.096]
}

no.,orbital gap (eV)
1,11.6
2,7.6
3,6.0